--- P ---
ORCA calculation (ωB97M-V/def2-TZVPD) on 2 unconnected molecules or ions with the total composition C4H6S.

The calculation puts the LUMO energy at -0.230 eV. The calculation puts the highest occupied orbital energy at -9.5 eV. The total charge is 0.

Each line ends with the Löwdin charge.
Cartesian coordinates (Å):
C 1.1096 1.2166 0.8649  -0.1173
C 0.4651 2.0806 1.6330  -0.0863
C -1.0357 -2.2383 -1.7504  -0.5225
C -1.3615 -0.8446 -1.1368  -0.3374
S -0.6893 -1.9203 -0.0210  0.8027
H 1.6511 0.4217 1.3252  0.0229
H 1.2858 1.2042 -0.2531  0.0741
H -0.1034 2.8907 1.1188  0.0552
H 0.5126 2.2558 2.7045  0.0470
H -1.6869 -2.9325 -2.1017  0.0109
H -0.1473 -2.1338 -2.3835  0.0507

=====

--- Q ---
ORCA calculation (ωB97M-V/def2-TZVPD) on a single C4H6S molecule.

The calculation puts the LUMO energy (alpha / beta) at -0.711 / -0.697 eV. The calculation puts the highest occupied orbital energy (alpha / beta) at -8.4 / -8.4 eV. The total charge is 0.

Each line ends with the Löwdin charge.
Cartesian coordinates (Å):
C 0.5666 0.4829 1.2799  0.0630
C 0.0108 0.1382 0.1114  -0.4965
C 1.0808 -0.0534 -0.9920  -0.5731
C -1.4289 -0.2032 0.0678  -0.0595
S 2.5847 -0.1869 0.0322  0.6065
H 0.3322 0.7583 2.3025  0.0570
H 0.8469 -1.0019 -1.4899  0.0694
H 1.1845 0.8877 -1.6082  0.0861
H -1.5279 -1.1797 0.3778  0.0542
H -1.7546 -0.0537 -0.9609  0.0889
H -1.8949 0.4116 0.8795  0.1040

=====

--- R ---
ORCA calculation (ωB97M-V/def2-TZVPD) on 2 unconnected molecules or ions with the total composition C4H6S.

The calculation puts the LUMO energy at -0.290 eV. The calculation puts the highest occupied orbital energy at -8.7 eV. The total charge is 0. As for the structure (SMILES): C#CC.C=S.

Each line ends with the Löwdin charge.
Cartesian coordinates (Å):
C 0.1487 -1.4918 0.0628  0.0366
C 0.0046 -0.7296 0.9928  -0.1957
C 0.1447 0.8713 -2.4975  -0.6035
C -0.0635 0.1238 2.1762  -0.1098
S -0.8280 -0.3225 -2.8622  0.6392
H -0.1418 -2.1171 -0.7790  0.0068
H 0.4036 1.1820 -1.4331  0.0208
H 0.7685 1.4526 -3.1665  -0.0046
H 0.8108 0.4949 2.5189  0.0275
H -0.5644 -0.4036 3.0899  0.1225
H -0.6832 0.9400 1.8978  0.0601

=====

Most stable: R

=====

--- P ---
ORCA calculation (ωB97M-V/def2-TZVPD) on 9 unconnected molecules or ions with the total composition C36H99N9O9.

The calculation puts the LUMO energy at 0.396 eV. The calculation puts the highest occupied orbital energy at -9.1 eV. The total charge is 0. As for the structure (SMILES): COC[C@H](C)N.COC[C@H](C)N.COC[C@H](C)N.COC[C@H](C)N.COC[C@H](C)N.COC[C@H](C)N.COC[C@H](C)N.COC[C@H](C)N.COC[C@H](C)N.

Each line ends with the Löwdin charge.
Cartesian coordinates (Å):
C 12.1758 3.2766 -6.1130  -0.0861
C 13.3833 2.8445 -6.9430  -0.4365
C 14.3510 4.0773 -7.0336  -0.1848
O 15.6515 3.7470 -7.5785  -0.2130
C 16.4773 4.8837 -7.8914  -0.0952
N 13.9374 1.6338 -6.3641  0.0487
H 11.4396 2.4731 -6.0893  0.0697
H 11.6142 4.1477 -6.4503  0.0747
H 12.4390 3.3206 -5.0562  0.0783
H 13.0735 2.6879 -7.9763  0.1291
H 14.4588 4.6116 -6.0897  0.1179
H 13.9079 4.8615 -7.6475  0.1132
H 17.4457 4.6273 -8.3210  0.0874
H 16.6555 5.3573 -6.9260  0.0780
H 15.9082 5.6325 -8.4424  0.0795
H 14.9427 1.7220 -6.3237  0.0668
H 13.7128 1.0478 -7.1554  0.0722
C 6.4666 3.7129 -1.3191  -0.0719
C 7.7361 4.0330 -0.5097  -0.4218
C 7.6526 5.1891 0.4345  -0.2131
O 7.1415 6.3597 -0.2054  -0.1682
C 6.9044 7.4001 0.6727  -0.1346
N 7.9900 2.7568 0.2125  0.0209
H 6.7140 2.9225 -2.0277  0.0744
H 6.1669 4.6459 -1.7964  0.0679
H 5.5807 3.4067 -0.7627  0.0788
H 8.5480 4.2718 -1.1966  0.1376
H 8.6463 5.2687 0.8754  0.1323
H 6.9642 4.8467 1.2071  0.1225
H 7.7736 8.0503 0.7719  0.0799
H 6.6858 7.0550 1.6832  0.0881
H 6.2069 8.1087 0.2261  0.0899
H 7.2971 2.6153 0.9335  0.0614
H 7.7996 1.9936 -0.4209  0.0559
C 10.5614 14.2354 -11.3629  -0.0649
C 11.4298 14.6957 -10.1555  -0.4359
C 12.6087 15.5659 -10.5743  -0.2345
O 13.2108 16.2968 -9.5488  -0.1907
C 14.2399 17.1035 -9.9971  -0.1081
N 10.5038 15.4529 -9.3432  0.0270
H 9.9276 13.4319 -10.9875  0.0699
H 11.1631 13.6895 -12.0896  0.0662
H 9.9420 15.0245 -11.7894  0.0790
H 11.7282 13.9102 -9.4611  0.1372
H 12.2491 16.1643 -11.4114  0.1290
H 13.3195 14.9275 -11.0991  0.1251
H 14.9024 16.4468 -10.5611  0.0911
H 14.8053 17.3849 -9.1086  0.0927
H 13.8035 17.9734 -10.4878  0.0990
H 11.2511 16.0870 -9.0991  0.0466
H 10.4478 15.0793 -8.4065  0.0714
C 13.7289 12.8302 -3.7678  -0.0859
C 12.7763 12.3818 -2.6681  -0.3964
C 11.7868 11.2287 -3.1137  -0.1775
O 10.9408 11.8168 -4.1133  -0.2037
C 10.0894 10.9247 -4.8566  -0.1006
N 13.6258 11.9271 -1.5114  0.0319
H 14.3836 13.6530 -3.4805  0.0688
H 13.2692 13.0864 -4.7223  0.0754
H 14.5532 12.1453 -3.9665  0.0740
H 12.1058 13.2234 -2.4942  0.1233
H 11.2031 10.8305 -2.2837  0.1172
H 12.3968 10.4345 -3.5442  0.1178
H 10.5416 9.9578 -5.0776  0.0807
H 9.7773 11.3487 -5.8110  0.0780
H 9.1206 10.7167 -4.4025  0.0768
H 13.0445 11.9000 -0.6859  0.0597
H 14.4079 12.5391 -1.3275  0.0605
C 16.0755 5.1533 1.0402  -0.0535
C 16.8141 5.3532 2.4130  -0.4144
C 18.2269 4.6823 2.4739  -0.1925
O 18.0771 3.2567 2.4190  -0.1976
C 19.2629 2.4933 2.5703  -0.1130
N 16.9248 6.7852 2.6587  0.0180
H 15.2266 5.8354 0.9944  0.0716
H 15.7328 4.1318 0.8750  0.0689
H 16.8426 5.2878 0.2776  0.0738
H 16.2504 4.9426 3.2507  0.1317
H 18.7371 4.9714 3.3928  0.1153
H 18.8245 5.0924 1.6598  0.1158
H 19.0640 1.4336 2.4104  0.0843
H 19.6391 2.5391 3.5923  0.0799
H 20.0388 2.8446 1.8901  0.0833
H 16.0506 7.0759 3.0728  0.0686
H 16.9017 7.2302 1.7523  0.0596
C 20.8756 11.6628 0.2715  -0.0665
C 21.3917 12.7872 -0.7328  -0.3868
C 22.1715 12.0976 -1.8630  -0.2432
O 22.8547 13.1082 -2.5774  -0.1963
C 23.9909 12.7407 -3.2962  -0.1051
N 20.2093 13.4124 -1.3516  0.0327
H 20.4357 11.9559 1.2247  0.0646
H 21.6922 11.0452 0.6456  0.0614
H 20.1464 11.0281 -0.2320  0.0683
H 22.1119 13.4017 -0.1926  0.1384
H 21.4992 11.3635 -2.3069  0.1245
H 22.8853 11.4151 -1.4017  0.1127
H 23.7778 11.7846 -3.7743  0.0862
H 24.7655 12.5827 -2.5458  0.0895
H 24.1572 13.5394 -4.0190  0.0936
H 19.9761 12.9825 -2.2353  0.0650
H 20.6004 14.2843 -1.6785  0.0611
C 7.5964 17.2420 -1.2737  -0.0861
C 6.5528 17.4740 -2.3908  -0.3854
C 6.9663 18.7830 -3.2290  -0.2222
O 6.0097 19.2303 -4.1253  -0.1819
C 6.0707 18.6532 -5.4440  -0.0776
N 6.5748 16.2222 -3.1749  0.0269
H 8.6155 17.0668 -1.6184  0.0796
H 7.4013 16.3025 -0.7566  0.0743
H 7.3901 18.1222 -0.6648  0.0754
H 5.5443 17.5803 -1.9910  0.1275
H 7.9113 18.6198 -3.7472  0.1180
H 7.3703 19.5371 -2.5535  0.1140
H 5.8780 17.5833 -5.3650  0.0790
H 6.8697 18.9712 -6.1137  0.0889
H 5.2180 19.2083 -5.8349  0.0902
H 6.8796 16.5911 -4.0644  0.0298
H 7.3810 15.7084 -2.8489  0.0495
C 15.0146 23.9226 1.3296  -0.0457
C 13.9935 23.8529 0.1588  -0.4354
C 12.9108 22.7965 0.2420  -0.1988
O 13.4302 21.4502 0.3070  -0.1867
C 13.4632 20.7497 -0.9742  -0.0889
N 13.4389 25.1637 -0.2791  0.0238
H 15.7745 24.6880 1.1726  0.0717
H 15.4096 22.9211 1.5004  0.0750
H 14.3653 24.2306 2.1491  0.0720
H 14.5725 23.5833 -0.7245  0.1230
H 12.1099 22.8696 -0.4938  0.1219
H 12.5019 22.9786 1.2358  0.1192
H 12.8096 21.1458 -1.7514  0.0799
H 13.2556 19.6842 -0.8755  0.0778
H 14.4615 20.7762 -1.4110  0.0749
H 14.1216 25.8963 -0.1474  0.0566
H 12.7040 25.6034 0.2563  0.0596
C 14.2665 11.3326 8.1316  -0.0651
C 13.9233 12.3474 6.9645  -0.3486
C 15.2055 12.9054 6.1798  -0.1484
O 14.8664 14.1353 5.4978  -0.2217
C 15.8205 15.0691 5.1680  -0.1437
N 13.1464 11.6179 5.8848  0.0131
H 14.9392 11.8382 8.8244  0.0652
H 14.8946 10.5210 7.7642  0.0679
H 13.3806 10.8745 8.5714  0.0676
H 13.3362 13.1616 7.3894  0.1208
H 15.6211 12.2351 5.4274  0.1210
H 16.0000 13.2074 6.8622  0.1067
H 16.6096 15.1353 5.9170  0.0785
H 15.3302 16.0426 5.1772  0.0908
H 16.3121 14.8071 4.2311  0.0859
H 12.8235 12.3639 5.2854  0.0555
H 12.2989 11.1782 6.2143  0.0546

=====

--- Q ---
ORCA calculation (ωB97M-V/def2-TZVPD) on 9 unconnected molecules or ions with the total composition C36H99N9O9.

The calculation puts the LUMO energy at 0.310 eV. The calculation puts the highest occupied orbital energy at -9.0 eV. The total charge is 0. As for the structure (SMILES): COC[C@H](C)N.COC[C@H](C)N.COC[C@H](C)N.COC[C@H](C)N.COC[C@H](C)N.COC[C@H](C)N.COC[C@H](C)N.COC[C@H](C)N.COC[C@H](C)N.

Each line ends with the Löwdin charge.
Cartesian coordinates (Å):
C 18.4777 0.8383 12.7485  -0.0614
C 17.5385 1.4862 13.7465  -0.4633
C 18.2902 1.9605 14.9618  -0.2400
O 17.3755 2.4332 15.9266  -0.2071
C 18.0201 2.9146 17.0982  -0.0873
N 16.7861 2.6155 13.1722  0.0462
H 17.9795 0.7002 11.7888  0.0762
H 18.8003 -0.1291 13.1362  0.0742
H 19.3614 1.4528 12.5639  0.0805
H 16.8016 0.7475 14.1025  0.1213
H 18.9865 2.7561 14.6492  0.1357
H 18.9107 1.1463 15.3625  0.1297
H 19.0816 2.6707 17.0921  0.0842
H 17.5423 2.4821 17.9814  0.0621
H 17.8471 3.9915 17.1782  0.0888
H 16.0323 2.2574 12.5999  0.0685
H 16.3750 3.1317 13.9419  0.0619
C 9.7100 0.1251 20.5907  -0.0750
C 9.4314 -1.2724 21.1283  -0.4314
C 8.6080 -2.1286 20.1902  -0.2364
O 7.8088 -2.9993 20.9458  -0.1818
C 6.9977 -3.8230 20.1393  -0.1117
N 10.7318 -1.9405 21.3914  0.0402
H 10.3639 0.0569 19.7227  0.0702
H 10.1150 0.7641 21.3773  0.0707
H 8.7709 0.6177 20.3185  0.0776
H 8.8335 -1.1886 22.0446  0.1386
H 9.2340 -2.6503 19.4520  0.1330
H 7.9810 -1.4582 19.5744  0.1253
H 6.1646 -3.2525 19.7208  0.0889
H 6.6541 -4.6676 20.7351  0.0868
H 7.5762 -4.2881 19.3286  0.0884
H 11.1724 -1.5317 22.2123  0.0599
H 10.4533 -2.8648 21.7249  0.0762
C 8.2225 4.7056 17.0418  -0.0636
C 9.5754 5.2148 17.5348  -0.4468
C 10.7161 4.6613 16.7005  -0.2145
O 10.8115 3.2521 16.6783  -0.1832
C 11.2053 2.7016 17.9135  -0.1197
N 9.6881 6.6832 17.4438  0.0298
H 8.1756 3.6130 17.0775  0.0750
H 8.0467 4.9663 15.9949  0.0798
H 7.4257 5.1185 17.6606  0.0731
H 9.6331 4.9871 18.6001  0.1265
H 11.6588 5.0898 17.0654  0.1267
H 10.5409 4.9462 15.6609  0.1320
H 12.2197 3.0573 18.1417  0.0825
H 11.1063 1.6210 17.8448  0.0814
H 10.5846 3.0004 18.7702  0.0804
H 9.0263 7.1295 18.0595  0.0660
H 9.6116 7.0091 16.4913  0.0685
C 13.3438 5.5200 31.3026  -0.0749
C 13.3374 5.9008 29.8221  -0.4449
C 13.5389 4.6866 28.9408  -0.2387
O 14.0071 5.0661 27.6724  -0.1781
C 14.6170 4.0043 26.9754  -0.1138
N 12.1040 6.6333 29.5230  0.0360
H 14.2818 5.0334 31.5689  0.0755
H 12.5558 4.7899 31.5347  0.0792
H 13.1493 6.3926 31.9212  0.0775
H 14.2067 6.5596 29.7274  0.1399
H 12.5751 4.1530 28.8675  0.1325
H 14.2212 3.9618 29.4154  0.1233
H 13.9850 3.1118 26.9692  0.0917
H 15.5971 3.7857 27.4203  0.0943
H 14.8163 4.3735 25.9728  0.0658
H 11.3187 6.0790 29.8530  0.0681
H 11.9665 6.7039 28.5198  0.0688
C 14.0365 0.3043 20.8000  -0.0467
C 14.3293 1.7339 20.3811  -0.4284
C 13.7517 2.8013 21.2685  -0.2058
O 14.3851 2.7767 22.5423  -0.1861
C 13.6957 3.5722 23.4788  -0.1096
N 15.7642 1.9788 20.0759  0.0757
H 12.9633 0.1397 20.9428  0.0652
H 14.5429 0.0638 21.7409  0.0734
H 14.3422 -0.4383 20.0606  0.0665
H 13.7827 1.8839 19.4334  0.1112
H 12.6628 2.7441 21.3496  0.1206
H 13.9723 3.7696 20.7885  0.1314
H 12.6367 3.7830 23.3223  0.0938
H 14.1494 4.5807 23.5115  0.0776
H 13.9144 3.1892 24.4713  0.0609
H 16.1955 1.0774 19.8954  0.0485
H 16.0870 2.2573 21.0036  0.0453
C 17.4482 9.9074 23.7371  -0.0773
C 18.0833 8.6594 23.1521  -0.4484
C 17.0978 7.5094 23.1102  -0.2154
O 17.8143 6.3361 22.7749  -0.1968
C 16.9552 5.2656 22.4295  -0.1027
N 18.6264 9.0015 21.8368  0.0366
H 18.1933 10.6592 23.9833  0.0769
H 16.9416 9.6614 24.6808  0.0764
H 16.6426 10.3380 23.1359  0.0792
H 18.9388 8.4404 23.7971  0.1397
H 16.4405 7.7322 22.2558  0.1299
H 16.5522 7.3811 24.0514  0.1280
H 16.2080 5.4927 21.6541  0.0902
H 16.4099 5.0035 23.3439  0.0781
H 17.5656 4.4718 22.0087  0.0793
H 18.9751 8.1814 21.3564  0.0668
H 17.9125 9.4268 21.2571  0.0678
C 16.1070 -5.9636 24.1136  -0.0582
C 15.1306 -5.0088 24.7499  -0.4655
C 13.8138 -4.9037 23.9842  -0.2035
O 13.9969 -4.3786 22.6810  -0.1708
C 14.2322 -2.9997 22.6338  -0.1287
N 14.8731 -5.3854 26.1476  0.0342
H 16.4389 -5.6342 23.1330  0.0812
H 15.6351 -6.9481 24.0421  0.0854
H 16.9764 -6.0888 24.7628  0.0755
H 15.5695 -3.9938 24.7195  0.1212
H 13.0133 -4.3939 24.5288  0.1245
H 13.5048 -5.9400 23.8028  0.1300
H 14.4594 -2.5643 23.6136  0.0755
H 13.4119 -2.4405 22.1702  0.0625
H 15.1187 -2.7488 22.0359  0.0864
H 15.7286 -5.2695 26.6764  0.0676
H 14.1851 -4.7810 26.5802  0.0646
C 16.9611 -2.3333 15.9535  -0.0658
C 16.4385 -1.7955 17.2659  -0.4153
C 15.5899 -0.5338 17.0451  -0.2339
O 14.3675 -0.8690 16.4671  -0.1774
C 13.6721 0.2778 16.0006  -0.0729
N 15.6454 -2.8750 17.8901  0.0465
H 17.6813 -3.1371 16.0975  0.0748
H 17.3819 -1.5590 15.3053  0.0619
H 16.1173 -2.7649 15.4102  0.0820
H 17.2116 -1.4634 17.9630  0.1358
H 16.1415 0.2296 16.4761  0.1060
H 15.4903 -0.0664 18.0423  0.1006
H 13.3802 0.9871 16.7803  0.0729
H 12.8034 -0.1070 15.4726  0.0934
H 14.3166 0.8285 15.3036  0.0847
H 14.6735 -2.7592 17.6127  0.0662
H 15.6039 -2.7235 18.8962  0.0585
C 16.9797 -0.1393 24.2296  -0.0551
C 17.5830 0.9121 23.2792  -0.4402
C 18.6307 1.6929 24.0106  -0.2133
O 19.0824 2.7493 23.1810  -0.2309
C 20.0671 3.6451 23.6499  -0.0942
N 18.1250 0.2546 22.0833  0.0501
H 16.4270 -0.8934 23.6754  0.0570
H 16.3182 0.3471 24.9496  0.0760
H 17.7711 -0.6009 24.8313  0.0782
H 16.7003 1.5040 23.0257  0.1146
H 19.4834 1.0956 24.3595  0.1309
H 18.1859 2.2004 24.8884  0.1329
H 19.5611 4.3642 24.3051  0.0871
H 20.4367 4.1767 22.7768  0.0900
H 20.8841 3.1265 24.1599  0.0869
H 18.5528 0.9871 21.5228  0.0663
H 18.8810 -0.3595 22.3725  0.0759

=====

Most stable: Q